1.
A structure of composition C16H17CrN8O6S2. Source: the Open Molecules 2025 dataset; level of theory: the ωB97M-V functional and the def2-TZVPD basis.

Properties
Gap between HOMO and LUMO (alpha / beta) ... 7.48 / 7.94 eV
Lowest unoccupied orbital energy (alpha / beta) ... 2.7338 / 2.6425 eV
Spin multiplicity ... 5
Charge ... -1
⟨S²⟩ ... 6.0137

Each line ends with the Löwdin spin population.
Atoms and positions in Å:
Cr  0.61  1.18  -0.39  3.777
N  1.94  -5.17  3.93  0.000
C  1.33  -3.99  3.50  0.000
C  0.03  -3.68  3.90  0.000
C  -0.59  -2.54  3.43  0.001
C  0.08  -1.69  2.57  0.001
C  1.37  -1.99  2.14  0.001
C  1.98  -3.14  2.60  0.000
S  -0.70  -0.23  1.98  0.008
O  0.20  0.88  2.23  0.033
O  -2.02  -0.17  2.57  0.003
N  -0.73  -0.29  0.37  0.014
C  -1.45  -1.22  -0.32  0.005
N  -1.51  -1.00  -1.64  0.010
C  -2.15  -1.90  -2.36  0.000
C  -2.76  -3.02  -1.81  0.003
C  -2.66  -3.14  -0.43  0.000
N  -2.01  -2.26  0.32  0.002
H  1.62  -5.50  4.83  0.000
H  2.95  -5.15  3.89  0.000
H  -0.49  -4.35  4.58  0.000
H  -1.60  -2.29  3.73  0.000
H  1.88  -1.34  1.44  0.000
H  2.98  -3.39  2.27  0.000
H  -2.19  -1.72  -3.43  0.000
H  -3.28  -3.75  -2.41  0.000
H  -3.11  -3.98  0.09  0.000
N  -1.89  4.94  -3.32  -0.001
C  -2.05  4.05  -2.28  0.001
C  -0.96  3.28  -1.83  0.017
N  -1.12  2.39  -0.87  0.010
C  -2.34  2.23  -0.34  0.010
C  -3.39  3.01  -0.79  -0.002
N  -3.26  3.92  -1.76  0.009
H  -0.95  5.29  -3.47  0.000
H  -2.61  5.64  -3.38  0.000
H  0.04  3.41  -2.22  0.002
H  -2.46  1.50  0.44  0.001
H  -4.38  2.90  -0.35  0.000
O  3.69  1.47  -1.66  0.007
S  2.90  0.07  -1.69  0.008
O  1.87  0.19  -2.70  0.027
O  2.27  -0.02  -0.33  0.026
O  3.92  -0.90  -1.89  0.002
C  3.89  3.81  -1.65  0.002
C  2.94  2.68  -1.36  0.025
N  1.78  2.74  -0.94  -0.002
H  4.80  3.70  -1.06  0.001
H  3.41  4.75  -1.41  0.000
H  4.19  3.79  -2.70  0.001

---

2.
A cluster of 7 separate species, C7H7Cl21 in total at a distorted geometry. Source: the Open Molecules 2025 dataset; level of theory: the ωB97M-V functional and the def2-TZVPD basis.

Properties
Gap between HOMO and LUMO ... 11.13 eV
Lowest unoccupied orbital energy ... 0.0741 eV
Spin multiplicity ... 1
SMILES ... ClC(Cl)Cl.ClC(Cl)Cl.ClC(Cl)Cl.ClC(Cl)Cl.ClC(Cl)Cl.ClC(Cl)Cl.ClC(Cl)Cl

Each line ends with the Mulliken charge.
Atoms and positions in Å:
Cl  0.22  -0.62  2.16  -0.052
C  -0.14  0.27  0.65  0.434
Cl  -0.32  1.99  0.93  -0.128
Cl  -1.62  -0.31  -0.13  -0.025
H  0.71  0.09  -0.01  -0.182
Cl  2.52  0.31  4.43  -0.101
C  1.06  0.42  5.40  0.150
Cl  0.08  1.88  5.18  -0.104
Cl  1.38  0.13  7.13  -0.140
H  0.41  -0.39  5.06  0.172
Cl  2.92  2.69  2.03  -0.047
C  2.61  3.60  0.50  0.380
Cl  4.08  3.91  -0.46  -0.134
Cl  1.86  5.17  0.81  -0.126
H  1.83  3.09  -0.07  -0.100
Cl  1.99  -4.12  0.69  -0.122
C  1.96  -3.86  -1.09  -0.025
Cl  3.47  -3.47  -1.73  -0.101
Cl  0.77  -2.53  -1.43  -0.059
H  1.66  -4.76  -1.62  0.313
Cl  0.48  0.66  -4.79  -0.136
C  2.21  0.72  -4.13  -0.121
Cl  3.08  -0.84  -4.48  -0.101
Cl  2.08  0.98  -2.40  -0.003
H  2.75  1.54  -4.59  0.372
Cl  -1.91  -3.70  0.65  -0.064
C  -3.18  -3.45  -0.57  0.366
Cl  -4.84  -3.51  0.13  -0.144
Cl  -3.03  -4.46  -1.95  -0.128
H  -3.07  -2.47  -1.02  -0.035
Cl  -4.61  1.75  0.61  -0.105
C  -4.29  2.13  -1.08  0.305
Cl  -4.05  3.87  -1.27  -0.135
Cl  -5.65  1.71  -2.13  -0.135
H  -3.40  1.62  -1.43  0.060

---

3.
A structure of composition C6H7NO4Rh at a distorted geometry. Source: the Open Molecules 2025 dataset; level of theory: the ωB97M-V functional and the def2-TZVPD basis.

Properties
Gap between HOMO and LUMO (alpha / beta) ... 7.63 / 5.78 eV
Lowest unoccupied orbital energy (alpha / beta) ... -13.1684 / -20.1180 eV
Spin multiplicity ... 5
Charge ... +3
⟨S²⟩ ... 6.0173

Each line ends with the Löwdin spin population.
Atoms and positions in Å:
Rh  -0.03  -0.04  0.03  1.920
O  -1.18  -2.34  -1.71  0.026
C  -0.77  -1.54  -0.98  0.099
C  0.64  1.34  1.36  0.137
O  1.10  2.27  1.81  0.064
C  -1.74  0.86  -0.03  0.114
O  -2.83  1.31  -0.01  0.091
C  1.71  -0.93  0.07  0.118
O  2.69  -1.53  0.13  0.073
C  0.37  0.58  -2.02  0.239
H  1.03  -0.19  -2.43  0.009
H  -0.62  0.65  -2.49  0.009
C  0.87  1.58  -1.27  0.312
H  0.29  2.50  -1.08  0.009
H  1.94  1.64  -1.04  0.009
N  -0.77  -1.36  2.13  0.710
H  -1.47  -0.91  2.72  0.021
H  -0.03  -1.58  2.80  0.021
H  -1.21  -2.30  2.00  0.018

---

4.
The ion C21H30N3O4S with charge +1. Source: the Open Molecules 2025 dataset; level of theory: the ωB97M-V functional and the def2-TZVPD basis.

Properties
Gap between HOMO and LUMO ... 7.45 eV
Lowest unoccupied orbital energy ... -3.1711 eV
Spin multiplicity ... 1
Charge ... +1
SMILES ... CC[NH+](CC)S(=O)(=O)c1ccc(C)c(NC(=O)CNCc2ccccc2OC)c1

Each line ends with the Mulliken charge.
Atoms and positions in Å:
C  2.27  2.66  -2.37  -1.440
C  3.22  1.70  -1.67  -0.486
N  4.12  2.40  -0.72  -0.077
C  5.34  1.65  -0.38  -0.366
C  6.39  1.73  -1.47  -1.250
S  3.26  2.98  0.91  1.230
O  4.38  3.51  1.61  -0.615
O  2.23  3.83  0.44  -0.612
C  2.68  1.45  1.58  0.143
C  3.39  0.82  2.59  -0.930
C  2.88  -0.37  3.08  -0.869
C  1.73  -0.95  2.55  0.959
C  1.21  -2.25  3.08  -1.630
C  1.06  -0.30  1.50  0.107
N  -0.03  -0.88  0.88  0.069
C  -0.36  -0.74  -0.44  0.457
O  0.27  -0.06  -1.22  -0.577
C  -1.57  -1.58  -0.80  -0.849
N  -2.26  -2.02  0.39  -0.403
C  -3.21  -1.02  0.90  -0.965
C  -4.31  -0.68  -0.07  0.468
C  -4.40  0.58  -0.64  -0.254
C  -5.40  0.89  -1.55  -0.831
C  -6.32  -0.08  -1.89  -0.623
C  -6.25  -1.35  -1.34  -0.577
C  -5.24  -1.66  -0.44  0.717
O  -5.07  -2.89  0.14  -0.397
C  -6.04  -3.88  -0.09  -0.988
C  1.52  0.94  1.05  -0.630
H  1.72  3.26  -1.65  0.345
H  1.55  2.08  -2.94  0.407
H  2.80  3.32  -3.05  0.430
H  3.84  1.19  -2.41  0.340
H  2.66  0.94  -1.12  0.555
H  4.38  3.30  -1.13  0.463
H  5.06  0.62  -0.19  0.312
H  5.74  2.09  0.54  0.389
H  6.68  2.77  -1.66  0.351
H  7.28  1.19  -1.15  0.406
H  6.05  1.29  -2.40  0.351
H  4.29  1.26  2.98  0.561
H  3.39  -0.87  3.89  0.409
H  1.14  -2.98  2.28  0.368
H  0.22  -2.12  3.50  0.380
H  1.86  -2.64  3.86  0.416
H  -0.61  -1.57  1.36  0.321
H  -2.19  -1.01  -1.50  0.362
H  -1.19  -2.45  -1.35  0.495
H  -2.79  -2.87  0.20  0.309
H  -2.65  -0.12  1.16  0.380
H  -3.65  -1.44  1.81  0.377
H  -3.67  1.34  -0.36  0.365
H  -5.46  1.88  -1.98  0.393
H  -7.11  0.15  -2.59  0.386
H  -6.98  -2.09  -1.63  0.419
H  -5.74  -4.73  0.52  0.259
H  -7.03  -3.55  0.23  0.388
H  -6.07  -4.18  -1.14  0.383
H  0.96  1.49  0.31  0.902

---

5.
The molecule C4H3ClN2O at a distorted geometry. Source: the Open Molecules 2025 dataset; level of theory: the ωB97M-V functional and the def2-TZVPD basis.

Properties
Gap between HOMO and LUMO ... 9.39 eV
Lowest unoccupied orbital energy ... 0.1510 eV
Spin multiplicity ... 1
SMILES ... Oc1cnc(Cl)cn1

Each line ends with the Mulliken charge.
Atoms and positions in Å:
O  -2.42  -1.11  -1.50  -0.479
C  -1.33  -0.70  -0.88  0.598
C  -1.53  0.19  0.17  -0.109
N  -0.51  0.75  0.84  -0.513
C  0.69  0.31  0.47  0.419
Cl  2.02  1.12  1.29  -0.180
C  0.89  -0.63  -0.57  -0.283
N  -0.13  -1.13  -1.24  -0.577
H  -2.11  -1.86  -2.02  0.372
H  -2.59  0.39  0.45  0.353
H  1.90  -0.95  -0.67  0.400

---

6.
The ion C2H6N3S2 with charge +1 at a distorted geometry. Source: the Open Molecules 2025 dataset; level of theory: the ωB97M-V functional and the def2-TZVPD basis.

Properties
Gap between HOMO and LUMO ... 10.01 eV
Lowest unoccupied orbital energy ... -4.3969 eV
Spin multiplicity ... 1
Charge ... +1
SMILES ... S[C@@H]1N=N[C@H](S)[NH2+]1

Each line ends with the Mulliken charge.
Atoms and positions in Å:
S  -2.15  0.96  -0.73  -0.091
C  -1.24  -0.25  0.25  -0.200
N  -0.78  0.37  1.35  -0.005
N  0.40  0.36  1.47  -0.241
C  1.14  -0.28  0.40  0.125
S  1.87  0.97  -0.79  -0.149
N  -0.08  -0.86  -0.47  -0.315
H  -0.95  1.61  -1.23  0.201
H  -1.94  -1.06  0.58  0.339
H  1.66  -1.12  0.85  0.409
H  2.14  1.67  0.27  0.237
H  -0.05  -0.48  -1.39  0.328
H  -0.03  -1.89  -0.56  0.362

---

7.
A cluster of 2 separate species, C4H12N2S in total at a distorted geometry. Source: the Open Molecules 2025 dataset; level of theory: the ωB97M-V functional and the def2-TZVPD basis.

Properties
Gap between HOMO and LUMO ... 6.71 eV
Lowest unoccupied orbital energy ... -1.6564 eV
Spin multiplicity ... 1

Each line ends with the Mulliken charge.
Atoms and positions in Å:
C  0.15  0.90  -0.19  -0.794
N  -0.15  -0.39  0.49  -0.385
C  -0.14  -1.65  -0.22  -0.247
C  1.40  -1.97  -0.38  -0.963
S  2.40  -0.76  -1.45  -0.186
C  -1.19  1.64  -0.33  -0.430
N  -1.67  1.95  1.01  -0.583
H  0.76  0.79  -1.01  0.558
H  0.85  1.51  0.45  0.348
H  2.22  0.28  0.47  0.131
H  -0.66  -2.43  0.42  0.302
H  -0.61  -1.57  -1.22  0.289
H  1.52  -2.96  -0.80  0.424
H  1.72  -2.09  0.71  0.367
H  -1.06  2.47  -1.08  0.327
H  -2.04  0.95  -0.83  0.164
H  -2.41  2.64  1.03  0.186
H  0.63  -0.51  1.17  0.288
H  -1.73  1.21  1.75  0.203

---

8.
A cluster of 2 separate species, C22H34N4O4 in total at a distorted geometry. Source: the Open Molecules 2025 dataset; level of theory: the ωB97M-V functional and the def2-TZVPD basis.

Properties
Gap between HOMO and LUMO ... 8.17 eV
Lowest unoccupied orbital energy ... 0.4532 eV
Spin multiplicity ... 1
SMILES ... CNC(=O)[C@H](Cc1ccc(O)cc1)NC(C)=O.CCCCN1C=C(C(N)=O)CCC1

Each line ends with the Mulliken charge.
Atoms and positions in Å:
C  -2.11  -4.15  -8.60  -0.973
N  -1.59  -3.62  -7.34  -0.099
C  -1.24  -4.37  -6.29  0.107
O  -1.35  -5.59  -6.29  -0.673
C  -0.70  -3.66  -5.03  0.487
C  -1.74  -3.78  -3.90  -1.644
C  -1.42  -2.98  -2.65  0.411
C  -0.51  -3.49  -1.70  -0.317
C  -0.21  -2.73  -0.55  -0.795
C  -0.82  -1.48  -0.36  0.809
O  -0.52  -0.75  0.74  -0.381
C  -1.73  -0.97  -1.31  -0.640
C  -2.04  -1.73  -2.45  -0.523
N  -0.38  -2.24  -5.23  -0.060
C  0.66  -1.73  -5.90  0.674
C  1.70  -2.65  -6.51  -0.995
O  0.75  -0.52  -6.04  -0.681
H  -2.78  -4.99  -8.40  0.304
H  -2.67  -3.38  -9.14  0.360
H  -1.29  -4.50  -9.23  0.296
H  -1.49  -2.62  -7.26  0.279
H  0.20  -4.19  -4.71  0.333
H  -2.71  -3.46  -4.28  0.478
H  -1.84  -4.83  -3.63  0.418
H  -0.04  -4.45  -1.86  0.458
H  0.49  -3.10  0.18  0.421
H  -0.98  0.09  0.74  0.048
H  -2.20  -0.01  -1.15  0.383
H  -2.74  -1.35  -3.17  0.411
H  -0.96  -1.56  -4.78  0.136
H  2.15  -3.25  -5.73  0.310
H  1.25  -3.28  -7.27  0.270
H  2.47  -2.03  -6.97  0.320
C  0.78  2.99  8.54  -1.420
C  0.10  3.11  7.18  0.005
C  0.24  4.54  6.62  -0.555
C  -0.45  4.72  5.26  -1.137
N  0.04  3.75  4.26  0.129
C  1.39  3.78  3.89  -0.355
C  1.97  2.77  3.14  0.484
C  3.40  2.86  2.82  0.168
N  4.00  1.98  1.98  -0.363
O  4.13  3.72  3.29  -0.694
C  1.14  1.59  2.68  -0.399
C  -0.35  1.93  2.65  -0.595
C  -0.80  2.57  3.96  -0.727
H  0.31  3.67  9.26  0.346
H  1.84  3.23  8.46  0.334
H  0.68  1.97  8.91  0.381
H  -0.96  2.84  7.26  0.286
H  0.58  2.40  6.50  0.125
H  -0.21  5.24  7.33  0.458
H  1.30  4.79  6.53  0.305
H  -0.27  5.73  4.90  0.357
H  -1.53  4.61  5.39  0.430
H  2.01  4.62  4.21  0.418
H  4.94  2.22  1.69  0.253
H  3.42  1.38  1.40  0.193
H  1.32  0.74  3.34  0.196
H  1.44  1.29  1.67  0.286
H  -0.94  1.02  2.49  0.116
H  -0.55  2.62  1.83  0.375
H  -1.85  2.87  3.86  0.401
H  -0.73  1.83  4.76  0.266

---

- Look up the spin multiplicity of the fourth one.
  1